# 1
A structure of composition C19H21ClGdN2OP, computed with ωB97M-V with the def2-TZVPD basis set.

Its spin multiplicity is 8. As for the HOMO energy (alpha / beta): -14.19 / -14.18 eV. The electronic energy is -2487.9728 Eh. As for the charge: +2. For the gap between HOMO and LUMO (alpha / beta), the calculation gives 6.00 / 6.33 eV. As for the LUMO energy (alpha / beta): -8.19 / -7.86 eV.

Each line ends with the Mulliken spin population.
Element x y z (Å)
Gd 1.984 0.054 1.548  7.095
Cl 1.400 -0.857 3.759  -0.037
P -0.401 -0.085 -0.142  -0.055
C -0.284 -1.061 -1.680  -0.003
C -0.656 -0.548 -2.934  -0.001
C -0.554 -1.347 -4.079  0.001
C -0.011 -2.634 -4.007  -0.001
C 0.474 -3.101 -2.779  0.002
C 0.356 -2.316 -1.633  0.000
C -1.540 -1.016 0.963  -0.006
C -1.865 -0.425 2.196  0.006
C -2.574 -1.146 3.155  0.001
C -2.979 -2.460 2.889  -0.002
C -2.628 -3.062 1.674  0.001
C -1.908 -2.346 0.714  -0.003
C -1.403 1.381 -0.552  0.007
C -0.917 2.667 -0.263  0.003
C -1.655 3.793 -0.625  0.001
C -2.890 3.668 -1.269  0.000
C -3.391 2.389 -1.531  0.000
C -2.659 1.250 -1.165  -0.001
H -1.530 0.597 2.403  0.002
H -2.837 -0.665 4.098  0.000
H -3.561 -3.010 3.629  0.000
H -2.913 -4.095 1.470  0.000
H -1.604 -2.826 -0.217  0.000
H -1.038 0.470 -3.017  0.000
H -0.912 -0.968 -5.037  0.000
H 0.051 -3.269 -4.895  0.000
H 0.927 -4.090 -2.713  0.000
H 0.745 -2.687 -0.681  0.002
H 0.055 2.769 0.230  -0.002
H -1.266 4.784 -0.407  0.000
H -3.444 4.563 -1.568  0.000
H -4.343 2.283 -2.050  0.000
H -3.056 0.260 -1.401  0.000
H 2.490 0.876 -1.294  0.000
H 2.276 1.561 -1.028  0.000
N 5.245 2.289 2.914  0.000
C 5.096 1.227 2.136  -0.003
N 6.157 0.451 1.807  0.000
O 3.917 0.884 1.712  -0.009
H 6.164 2.584 3.230  0.000
H 4.408 2.831 3.125  0.000
H 5.985 -0.335 1.208  0.000
H 7.091 0.718 2.105  0.000

---

# 2
A cluster of 2 separate species, C7H10N5 in total, computed with ωB97M-V with the def2-TZVPD basis set.

As for the HOMO energy (alpha / beta): -11.78 / -11.78 eV. For the relative energy (zero: lowest compared OMol25 entry of this formula, charge and spin), the calculation gives 80.97 kcal per mole. The electronic energy is -546.1530 Eh. As for the charge: +1. For the gap between HOMO and LUMO (alpha / beta), the calculation gives 5.39 / 5.38 eV. As for the LUMO energy (alpha / beta): -6.40 / -6.40 eV.

Each line ends with the natural charge from an NBO analysis.
Element x y z (Å)
C -3.011 -0.455 0.583  0.146
C 2.828 -1.186 0.428  -0.122
C -3.827 1.294 -0.303  0.376
C 2.665 0.177 0.488  0.139
C -2.683 -0.530 -0.797  0.212
C 0.800 -0.797 -0.382  0.122
C 3.480 1.306 0.919  -0.638
N -3.769 0.570 0.870  -0.386
N -3.183 0.684 -1.303  -0.479
N 1.378 0.374 -0.083  -0.564
N 1.646 -1.723 -0.059  -0.540
N -1.890 -1.256 -1.500  -0.355
H -2.717 -1.210 1.270  0.236
H 3.473 -1.814 1.073  0.235
H -3.998 2.258 -0.356  0.216
H 2.775 2.106 1.373  0.223
H 4.277 1.073 1.539  0.247
H 3.791 1.722 0.020  0.233
H -3.112 0.924 -2.307  0.470
H 1.120 1.260 -0.439  0.414
H 1.475 -2.691 -0.076  0.419
H -1.519 -2.085 -0.957  0.398

---

# 3
A cluster of 6 separate species, C20H43Br2F3IN4O7 in total, computed with ωB97M-V with the def2-TZVPD basis set.

As for the HOMO energy: -12.19 eV. The electronic energy is -7278.5784 Eh. As for the charge: +1. For the gap between HOMO and LUMO, the calculation gives 9.81 eV. As for the LUMO energy: -2.38 eV.

Each line ends with the Mulliken charge.
Element x y z (Å)
O 3.269 -3.739 3.205  -0.406
C 2.469 -3.538 2.383  -0.069
I 2.351 -4.761 0.573  0.080
C 1.370 -2.430 2.450  -0.192
N 1.697 -1.401 1.440  -0.058
C 0.693 -0.706 0.925  0.368
N -0.653 -0.781 1.209  -0.485
C -1.308 0.096 0.444  0.176
C -2.826 0.289 0.465  -0.680
C -3.467 -0.389 -0.790  -0.392
C -3.521 -1.954 -0.779  0.622
F -4.817 -2.303 -1.156  -0.310
Br -3.217 -2.791 0.965  -0.058
C -2.553 -2.628 -1.845  0.141
F -1.371 -1.956 -1.965  -0.120
F -2.209 -3.869 -1.377  -0.220
Br -3.436 -2.915 -3.570  -0.063
N -0.402 0.790 -0.314  0.020
N 0.787 0.263 0.001  0.323
C 2.003 0.774 -0.676  -0.829
C 2.422 -0.295 -1.775  0.643
O 2.818 0.326 -2.983  -0.566
H 0.433 -2.918 2.096  0.334
H 1.202 -2.018 3.465  0.269
H 2.649 -1.224 1.138  0.260
H -3.296 0.026 1.429  0.331
H -2.993 1.389 0.339  0.341
H -2.848 -0.087 -1.670  0.391
H -4.489 -0.009 -0.991  0.003
H -0.577 1.527 -1.001  0.271
H 2.856 0.836 0.041  0.227
H 1.846 1.778 -1.119  0.328
H 1.502 -0.896 -1.979  -0.377
H 3.173 -0.994 -1.342  0.201
H 2.496 -0.257 -3.694  0.379
C -7.305 2.086 -0.650  -1.047
C -6.482 2.310 0.603  -0.241
O -5.202 2.854 0.274  -0.461
H -6.789 1.407 -1.332  0.255
H -8.281 1.664 -0.406  0.341
H -7.454 3.026 -1.188  0.340
H -6.317 1.368 1.126  0.269
H -6.991 2.998 1.284  0.333
H -5.349 3.692 -0.179  0.266
C 1.791 -4.312 -3.504  -0.944
C 1.427 -3.030 -4.226  0.093
O 2.566 -2.184 -4.372  -0.505
H 2.206 -4.092 -2.516  0.031
H 0.915 -4.951 -3.386  0.362
H 2.557 -4.864 -4.054  0.407
H 0.675 -2.475 -3.661  -0.046
H 1.022 -3.246 -5.219  0.348
H 3.228 -2.665 -4.880  0.270
C 5.924 3.752 0.113  -1.031
C 5.649 2.490 0.907  -0.179
O 5.701 1.342 0.061  -0.505
H 5.195 3.863 -0.693  0.254
H 5.878 4.635 0.752  0.333
H 6.911 3.707 -0.353  0.322
H 4.654 2.529 1.354  0.253
H 6.382 2.370 1.710  0.293
H 6.584 1.304 -0.324  0.294
C -0.718 5.666 -3.054  -1.178
C -0.924 4.407 -2.236  -0.113
O -0.870 3.251 -3.077  -0.515
H -1.482 5.746 -3.829  0.295
H -0.763 6.554 -2.422  0.354
H 0.250 5.644 -3.560  0.346
H -1.900 4.423 -1.751  0.275
H -0.153 4.315 -1.462  0.228
H -0.002 3.239 -3.497  0.302
C 0.537 -3.217 7.605  -0.997
C 0.226 -1.936 6.855  -0.063
O 1.396 -1.129 6.749  -0.523
H 0.916 -2.992 8.603  0.276
H -0.353 -3.842 7.699  0.321
H 1.314 -3.789 7.090  0.300
H -0.533 -1.360 7.382  0.311
H -0.146 -2.154 5.846  0.089
H 2.062 -1.640 6.275  0.304

---

# 4
A structure of composition C11H10ClNPdS, computed with ωB97M-V with the def2-TZVPD basis set.

Its spin multiplicity is 5. As for the HOMO energy (alpha / beta): -6.43 / -7.98 eV. For the relative energy (zero: lowest compared OMol25 entry of this formula, charge and spin), the calculation gives 0.00 kcal per mole. The electronic energy is -1465.9090 Eh. As for the charge: 0. For the gap between HOMO and LUMO (alpha / beta), the calculation gives 6.75 / 5.25 eV. As for the LUMO energy (alpha / beta): 0.32 / -2.73 eV.

Each line ends with the natural charge from an NBO analysis.
Element x y z (Å)
C 0.862 -1.307 1.194  -0.211
C 0.997 -1.844 -0.127  -0.346
C -0.338 -2.103 -0.614  -0.112
H 1.942 -2.063 -0.570  0.241
C -1.282 -1.847 0.453  -0.369
C -0.555 -1.334 1.533  -0.165
H -0.949 -1.098 2.547  0.268
H 1.687 -1.108 1.895  0.267
H -0.570 -2.494 -1.603  0.222
H -2.362 -2.057 0.497  0.249
Pd -0.066 0.569 -0.419  0.928
Cl 1.400 1.965 1.777  -0.475
C 0.106 2.314 -1.348  -0.273
C -1.126 1.673 -1.730  -0.303
C -0.823 0.411 -2.322  -0.300
H -2.138 2.013 -1.508  0.261
C 0.603 0.270 -2.336  -0.274
C 1.184 1.421 -1.729  -0.289
H 2.215 1.479 -1.403  0.269
H 0.194 3.150 -0.687  0.275
H -1.532 -0.334 -2.668  0.253
H 1.120 -0.616 -2.685  0.250
S -0.624 1.747 2.735  0.033
C -0.148 0.880 4.069  -0.010
N 0.204 0.315 5.048  -0.387

---

# 5
A structure of composition C14H15AuBN7, computed with ωB97M-V with the def2-TZVPD basis set.

As for the HOMO energy: -7.63 eV. The electronic energy is -1086.3437 Eh. As for the charge: 0. For the gap between HOMO and LUMO, the calculation gives 7.51 eV. As for the LUMO energy: -0.12 eV.

Each line ends with the natural charge from an NBO analysis.
Element x y z (Å)
Au -0.001 -1.055 -0.964  0.660
C 4.179 -1.232 -1.301  -0.350
C 2.928 -1.797 -1.575  -0.017
N 1.962 -1.079 -0.902  -0.357
N 2.590 -0.124 -0.146  -0.304
C 3.932 -0.155 -0.426  0.013
B 1.888 0.905 0.782  0.565
N 0.953 0.200 1.825  -0.343
C 1.205 -0.023 3.149  -0.008
C 0.322 -1.065 3.589  -0.367
C -0.471 -1.373 2.462  -0.053
N -0.101 -0.605 1.392  -0.387
N 1.261 2.046 0.029  -0.382
C 1.093 3.304 0.554  -0.012
C 0.407 4.099 -0.380  -0.371
C 0.145 3.202 -1.446  -0.065
N 0.653 1.975 -1.217  -0.298
H 5.148 -1.614 -1.621  0.235
H 2.600 -2.630 -2.165  0.223
H 4.630 0.582 -0.062  0.231
H 2.768 1.371 1.519  -0.048
H 1.921 0.512 3.770  0.223
H 0.209 -1.374 4.625  0.226
H -1.249 -2.114 2.258  0.206
H 1.567 3.619 1.499  0.219
H 0.029 5.073 -0.185  0.224
H -0.361 3.342 -2.399  0.204
C -4.855 -1.275 -1.338  -0.134
C -4.092 -2.471 -1.366  -0.260
C -2.739 -2.426 -1.089  0.055
N -2.047 -1.248 -0.955  -0.491
C -2.796 -0.129 -0.974  0.066
C -4.153 -0.084 -1.173  -0.260
H -5.954 -1.254 -1.415  0.231
H -4.553 -3.436 -1.554  0.233
H -2.141 -3.314 -0.903  0.221
H -2.200 0.768 -0.719  0.237
H -4.678 0.879 -1.178  0.237